Entry 1:
The following is a DFT calculation (ωB97M-V/def2-TZVPD) of 3 unconnected molecules or ions with the total composition C2H12NO3 in a non-equilibrium geometry.

Summary:
2S+1 = 2

Geometry as XYZ:
```
18
C2H12NO3, DFT ωB97M-V/def2-TZVPD
O 0.939 0.070 -2.704
H 3.593 -1.408 -0.122
N -0.443 1.133 -0.379
H -0.833 -0.975 -0.272
C -1.202 0.040 1.592
O -1.498 1.352 2.062
H -0.029 0.888 -1.290
O 2.802 -1.745 -0.546
H 2.411 -2.144 0.276
H 0.353 1.218 0.245
H -2.217 0.166 -0.305
H 1.454 -0.477 -2.103
H -0.262 -0.391 1.980
H 0.494 -0.515 -3.321
H -2.041 -0.565 1.881
H -0.953 2.016 -0.098
C -1.242 -0.040 0.091
H -1.329 1.376 3.013
```


Entry 2:
The following is a DFT calculation (ωB97M-V/def2-TZVPD) of 4 unconnected molecules or ions with the total composition C2H12NO3 in a non-equilibrium geometry.

Summary:
Charge = +1

Geometry as XYZ:
```
18
C2H12NO3, DFT ωB97M-V/def2-TZVPD
H -0.159 1.820 -0.364
C 1.785 -0.344 0.819
O 2.276 -1.993 -1.844
H -3.320 1.913 -0.193
O -1.620 -0.541 1.698
H -2.168 -0.711 2.476
H 1.560 1.839 -0.278
H -0.156 -0.503 0.500
H 1.757 -1.319 1.294
H 3.200 -2.316 -1.794
H 0.768 1.008 -1.626
H -4.284 0.815 0.239
N 0.707 -0.063 0.177
C 0.723 1.208 -0.556
H -2.280 -0.059 1.175
O -3.340 1.000 0.097
H 2.508 0.446 0.949
H 2.042 -2.199 -2.770
```


Entry 3:
The following is a DFT calculation (ωB97M-V/def2-TZVPD) of 3 unconnected molecules or ions with the total composition C2H12NO3 in a non-equilibrium geometry.

Summary:
Charge = +1

Geometry as XYZ:
```
18
C2H12NO3, DFT ωB97M-V/def2-TZVPD
H 1.329 -0.053 -1.418
H -0.731 -3.608 -1.189
H 1.268 2.753 1.546
H -1.815 -2.522 -1.253
O -0.938 -2.703 -0.891
H -0.468 0.648 0.128
O 1.077 1.862 1.233
C 1.453 0.151 -0.351
H 0.325 -0.337 1.186
C 1.734 1.639 -0.003
H 1.456 2.288 -0.836
H 2.810 1.725 0.126
H -0.548 -0.923 -0.175
H 2.244 -0.454 0.072
H -3.474 0.319 -0.001
N 0.076 -0.211 0.213
H -3.067 -0.649 1.066
O -2.732 0.077 0.548
```


Entry 4:
The following is a DFT calculation (ωB97M-V/def2-TZVPD) of 3 unconnected molecules or ions with the total composition C2H12NO3 in a non-equilibrium geometry.

Summary:
Charge = +1

Geometry as XYZ:
```
18
C2H12NO3, DFT ωB97M-V/def2-TZVPD
O -1.989 1.606 -0.366
O 1.610 -1.890 0.211
H 0.811 3.159 -2.085
H -0.305 1.049 -0.146
H -0.756 -0.517 -0.514
H -2.693 1.911 -1.057
H 0.689 0.027 -0.843
N 0.030 0.103 -0.109
H 0.954 0.067 1.797
O 0.685 2.222 -1.868
H -0.430 -2.683 1.024
C 0.494 -1.918 1.202
H 0.945 -2.308 2.165
H 0.807 1.658 -2.658
H -2.411 0.728 -0.278
H 2.260 -2.598 0.308
C 0.112 -0.393 1.343
H -0.813 -0.225 1.873
```


Entry 5:
The following is a DFT calculation (ωB97M-V/def2-TZVPD) of 4 unconnected molecules or ions with the total composition C2H12NO3S in a non-equilibrium geometry.

Summary:
Charge = -1

Geometry as XYZ:
```
19
C2H12NO3S, DFT ωB97M-V/def2-TZVPD
O 1.878 3.001 1.180
N 0.205 1.428 -0.634
O 1.797 -2.355 2.555
H -1.762 2.266 -0.548
S -1.120 -1.283 -0.040
H -1.137 1.312 1.059
H 0.147 1.671 -1.707
H 0.668 -1.520 -1.557
O 0.798 -1.032 -2.456
H 0.825 0.487 -0.501
H -0.088 -0.831 -2.783
H -3.046 0.257 -0.230
H 0.880 -2.312 2.911
C -1.992 0.251 -0.557
H 1.569 2.332 1.748
H 1.731 2.521 0.299
H 1.601 -2.599 1.600
H -2.135 0.154 -1.653
C -1.100 1.395 -0.075
```


Entry 6:
The following is a DFT calculation (ωB97M-V/def2-TZVPD) of 4 unconnected molecules or ions with the total composition C2H12O3S.

Summary:
SMILES = CSC.O.O.O

Geometry as XYZ:
```
18
C2H12O3S, DFT ωB97M-V/def2-TZVPD
H 4.136 1.770 0.636
O -1.453 -3.226 0.249
C 1.303 2.460 1.066
O -4.229 -1.996 -0.190
H -1.065 -2.346 0.129
H 2.089 2.790 1.728
H 3.975 0.208 -0.043
O -1.695 -0.376 -1.078
H 3.200 0.506 1.494
H -4.788 -2.545 0.377
H -2.026 -0.257 -0.181
S 1.975 1.522 -0.323
H 0.656 1.832 1.634
H -1.765 -3.148 1.163
H -3.483 -2.594 -0.348
C 3.441 0.937 0.533
H -1.734 0.513 -1.450
H 0.735 3.333 0.762
```


Entry 7:
The following is a DFT calculation (ωB97M-V/def2-TZVPD) of 5 unconnected molecules or ions with the total composition C2H12O5 in a non-equilibrium geometry.

Summary:
SMILES = CC=O.O.O.O.O

Geometry as XYZ:
```
19
C2H12O5, DFT ωB97M-V/def2-TZVPD
H 1.029 -0.944 2.123
O -2.238 2.386 -0.023
H -1.659 3.135 0.134
H -2.046 -0.789 1.493
H 0.890 2.138 -1.614
H -1.153 -0.983 -2.222
H 1.157 2.501 -0.119
O -0.357 -0.994 -2.754
H -0.121 -1.897 -2.985
O 2.609 0.664 0.127
C 1.659 -0.053 0.208
H -1.717 1.651 -0.347
H 0.719 -1.940 0.836
O -1.844 -1.547 2.075
H -1.991 -2.318 1.511
C 1.478 -1.223 1.190
H 0.753 0.038 -0.443
O 0.545 2.062 -0.721
H 2.287 -1.887 1.530
```


Entry 8:
The following is a DFT calculation (ωB97M-V/def2-TZVPD) of 5 unconnected molecules or ions with the total composition C2H12O5 in a non-equilibrium geometry.

Summary:
SMILES = CC=O.O.O.O.O

Geometry as XYZ:
```
19
C2H12O5, DFT ωB97M-V/def2-TZVPD
H -0.904 3.206 0.133
H -1.540 0.907 -3.107
H 2.797 -0.624 0.853
C 1.023 0.187 1.543
O 0.307 1.173 1.514
C 1.869 -0.313 0.406
O -1.174 0.695 -2.241
H 1.384 -1.089 -0.191
H -0.042 2.019 -0.034
H -1.066 -1.801 2.330
H -0.285 -2.141 -1.347
O -0.535 2.682 -0.587
O -1.061 -1.990 -0.802
H 2.123 0.549 -0.288
H -1.034 1.579 -1.827
H 1.000 -0.398 2.495
O -0.439 -1.634 1.620
H -1.561 -1.252 -1.190
H -0.864 -1.757 0.721
```


Entry 9:
The following is a DFT calculation (ωB97M-V/def2-TZVPD) of a molecular structure, C2H12O5 in a non-equilibrium geometry.

Summary:
2S+1 = 2
Charge = +1

Geometry as XYZ:
```
19
C2H12O5, DFT ωB97M-V/def2-TZVPD
H -3.099 0.192 -1.316
H -0.959 -5.321 2.742
H 0.940 0.765 -2.330
O 0.267 0.115 -2.535
H 1.588 2.089 -0.894
H 2.777 2.833 -0.807
C -1.082 0.579 -0.712
H -0.448 0.310 -1.635
H 1.204 2.082 1.901
C -2.411 -0.123 -0.519
O -0.367 -5.211 3.502
O -0.682 1.497 -0.070
H -2.279 -1.190 -0.642
H -2.690 0.096 0.500
O 2.405 2.178 -1.384
H 0.039 -6.061 3.589
H 0.317 0.008 -3.506
O 1.895 2.754 1.787
H 2.585 2.409 2.329
```


Entry 10:
The following is a DFT calculation (ωB97M-V/def2-TZVPD) of a molecular structure, C2H13F3HfO5 in a non-equilibrium geometry.

Geometry as XYZ:
```
24
C2H13F3HfO5, DFT ωB97M-V/def2-TZVPD
O 0.472 -1.018 -3.121
H -3.645 -1.614 -1.438
H 2.456 -2.902 0.922
H -0.371 5.163 -0.401
H 0.578 -2.019 3.194
H -0.742 1.665 2.940
H 0.264 -3.507 2.244
O 0.118 -1.670 1.253
F -1.461 2.283 -3.776
O 0.093 4.408 -0.762
H 1.382 -1.313 -3.145
H 0.842 4.785 -1.223
O -0.239 2.072 2.235
C 2.239 -2.773 1.983
F -3.391 2.697 -0.185
F 2.406 1.439 -0.955
Hf -0.734 1.180 -0.945
H 0.321 2.711 2.677
H 0.037 -1.526 -3.806
O -3.181 -0.927 -1.916
H -3.571 -0.937 -2.791
H 2.535 -3.717 2.440
H 2.882 -1.971 2.345
C 0.708 -2.511 2.230
```


Entry 11:
The following is a DFT calculation (ωB97M-V/def2-TZVPD) of 3 unconnected molecules or ions with the total composition C2H13N2O2 in a non-equilibrium geometry.

Summary:
Charge = +1

Geometry as XYZ:
```
19
C2H13N2O2, DFT ωB97M-V/def2-TZVPD
H -3.391 1.243 1.961
N -1.232 -0.307 -0.227
O 3.698 -0.381 3.471
O -2.481 1.419 1.871
C 0.625 -0.383 -1.752
H 0.767 0.057 0.260
H -1.666 0.107 0.593
N -0.284 -0.269 -2.893
H -1.168 -1.345 -0.029
H 1.512 0.266 -2.152
H -2.094 1.923 2.613
H -0.174 1.274 -0.741
H -1.899 -0.049 -1.010
H 4.280 -1.179 3.821
H 0.901 -1.427 -1.394
C 0.050 0.284 -0.543
H -0.035 0.606 -3.313
H 3.028 -0.844 2.968
H -0.436 -0.995 -3.504
```


Entry 12:
The following is a DFT calculation (ωB97M-V/def2-TZVPD) of 4 unconnected molecules or ions with the total composition C2H13N2O3 in a non-equilibrium geometry.

Summary:
Charge = +1

Geometry as XYZ:
```
20
C2H13N2O3, DFT ωB97M-V/def2-TZVPD
H 0.321 -3.202 0.668
H 1.324 2.397 2.609
H 2.082 0.553 1.054
C 0.690 1.182 -0.404
H 0.694 0.267 -2.237
H -2.020 -0.435 -2.134
H 0.662 -3.343 2.217
C 1.289 1.264 0.825
N 0.861 0.030 -1.305
H -2.836 -0.225 0.625
H -1.431 -1.811 -2.044
H -0.235 1.661 -0.528
O -2.188 0.375 0.184
H -1.844 0.940 0.926
N 0.960 2.249 1.643
O 0.752 -2.787 1.446
O -1.522 -1.153 -2.593
H 0.753 3.087 1.204
H -0.010 -0.577 -1.101
H 1.698 -0.474 -1.055
```


Relative energy (zero: lowest compared OMol25 entry of this formula, charge and spin) / kcal per mole: 41.9 28.9 13.2 42.8 37.2 14.8 27.4 5.9 43.1 444.3 38.6 58.3